# 1
14 unconnected molecules or ions with the total composition C56H120O38 in a non-equilibrium geometry. Source: OMol25; level of theory: the ωB97M-V functional and the def2-TZVPD basis.

Output
orbital gap = 10.0 eV

Cartesian coordinates (Å):
C (11.798, 18.818, 15.033)
O (10.933, 18.393, 16.018)
C (11.123, 17.115, 16.530)
C (10.626, 17.104, 17.939)
O (10.556, 15.668, 18.264)
C (10.580, 15.445, 19.651)
H (12.829, 18.797, 15.317)
H (11.613, 19.908, 14.821)
H (11.679, 18.311, 14.081)
H (12.156, 16.782, 16.480)
H (10.483, 16.496, 15.925)
H (9.638, 17.560, 18.102)
H (11.277, 17.584, 18.681)
H (11.421, 15.947, 20.145)
H (10.635, 14.383, 19.798)
H (9.624, 15.864, 19.994)
C (14.973, 18.838, 13.101)
O (13.650, 18.959, 12.737)
C (13.410, 19.017, 11.316)
C (13.271, 17.630, 10.720)
O (13.121, 17.835, 9.344)
C (12.945, 16.610, 8.688)
H (15.527, 19.648, 12.588)
H (15.424, 17.926, 12.798)
H (15.106, 18.949, 14.181)
H (14.212, 19.630, 10.869)
H (12.527, 19.640, 11.169)
H (12.318, 17.165, 11.117)
H (14.167, 16.968, 11.067)
H (13.133, 16.836, 7.652)
H (12.022, 16.131, 8.859)
H (13.693, 15.851, 9.004)
C (20.766, 19.519, 18.113)
O (19.549, 19.439, 17.369)
C (19.699, 19.655, 15.951)
C (18.433, 19.352, 15.188)
O (18.668, 19.469, 13.771)
C (18.402, 20.726, 13.297)
H (21.295, 20.465, 17.833)
H (21.419, 18.686, 17.899)
H (20.416, 19.571, 19.127)
H (20.515, 19.034, 15.592)
H (20.063, 20.696, 15.743)
H (17.666, 19.993, 15.537)
H (18.149, 18.383, 15.515)
H (19.053, 21.502, 13.769)
H (17.335, 21.028, 13.538)
H (18.580, 20.791, 12.219)
C (14.334, 16.568, 25.128)
O (14.017, 15.527, 24.251)
C (12.611, 15.451, 23.997)
C (11.973, 16.755, 23.478)
O (12.481, 17.001, 22.167)
C (12.003, 18.196, 21.617)
H (14.108, 17.504, 24.701)
H (15.405, 16.400, 25.372)
H (13.796, 16.415, 26.134)
H (12.082, 15.237, 24.911)
H (12.461, 14.748, 23.182)
H (12.155, 17.520, 24.240)
H (10.864, 16.575, 23.466)
H (10.917, 18.161, 21.587)
H (12.453, 18.254, 20.602)
H (12.242, 19.000, 22.244)
C (21.256, 12.338, 19.406)
C (19.754, 12.304, 19.521)
O (19.196, 11.652, 18.385)
C (18.151, 12.260, 17.854)
O (17.676, 13.274, 18.249)
O (17.848, 11.555, 16.764)
C (16.784, 12.011, 15.896)
H (21.570, 12.432, 18.333)
H (21.836, 11.474, 19.656)
H (21.759, 13.261, 19.777)
H (19.349, 13.314, 19.463)
H (19.456, 11.804, 20.421)
H (16.629, 13.099, 15.825)
H (15.902, 11.712, 16.446)
H (16.958, 11.506, 14.957)
C (15.758, 25.696, 17.701)
C (14.922, 25.194, 16.566)
O (15.510, 25.424, 15.321)
C (16.056, 24.498, 14.567)
O (16.651, 23.529, 14.960)
O (15.859, 24.890, 13.270)
C (16.566, 24.080, 12.352)
H (15.210, 25.526, 18.621)
H (15.924, 26.755, 17.726)
H (16.724, 25.230, 17.657)
H (13.988, 25.674, 16.572)
H (14.730, 24.117, 16.683)
H (16.561, 23.063, 12.618)
H (17.622, 24.475, 12.227)
H (16.133, 24.205, 11.362)
C (10.367, 12.279, 17.570)
C (11.403, 11.407, 16.975)
O (11.016, 11.191, 15.602)
C (10.414, 9.980, 15.340)
O (10.178, 9.190, 16.199)
O (10.118, 9.916, 14.031)
C (9.289, 8.773, 13.638)
H (10.436, 13.348, 17.298)
H (10.447, 12.397, 18.654)
H (9.258, 12.039, 17.407)
H (11.434, 10.386, 17.375)
H (12.410, 11.832, 16.976)
H (8.342, 9.214, 13.392)
H (9.167, 8.117, 14.461)
H (9.751, 8.212, 12.801)
C (11.032, 15.344, 13.007)
C (12.238, 14.464, 13.209)
O (13.444, 15.117, 12.693)
C (14.499, 14.987, 13.470)
O (14.475, 14.450, 14.590)
O (15.521, 15.588, 12.956)
C (16.722, 15.549, 13.716)
H (10.158, 14.888, 13.440)
H (10.834, 15.504, 11.930)
H (11.110, 16.363, 13.352)
H (12.103, 13.488, 12.648)
H (12.379, 14.239, 14.244)
H (17.020, 14.552, 13.850)
H (16.592, 16.034, 14.671)
H (17.395, 16.122, 13.085)
C (13.337, 22.347, 13.332)
C (12.462, 23.116, 12.378)
O (12.908, 24.433, 12.122)
C (12.649, 25.304, 13.109)
O (12.264, 25.075, 14.165)
O (12.910, 26.577, 12.618)
C (12.733, 27.653, 13.524)
H (13.774, 22.875, 14.152)
H (14.224, 21.927, 12.838)
H (12.904, 21.423, 13.696)
H (11.534, 23.067, 12.838)
H (12.406, 22.694, 11.388)
H (13.141, 27.392, 14.499)
H (11.650, 27.841, 13.580)
H (13.208, 28.536, 13.123)
C (16.652, 26.685, 20.824)
C (17.464, 25.555, 21.330)
O (17.646, 24.597, 20.222)
C (16.675, 23.627, 20.060)
O (15.681, 23.435, 20.719)
O (16.939, 22.829, 19.041)
C (18.148, 22.892, 18.327)
H (15.599, 26.413, 20.599)
H (17.080, 27.132, 19.971)
H (16.531, 27.481, 21.557)
H (16.923, 25.036, 22.103)
H (18.480, 25.773, 21.543)
H (18.346, 23.938, 18.005)
H (18.010, 22.315, 17.413)
H (18.966, 22.566, 18.990)
C (17.193, 16.118, 20.797)
C (16.033, 16.232, 21.721)
O (16.335, 17.450, 22.591)
C (15.867, 18.571, 22.032)
O (15.110, 18.699, 21.155)
O (16.446, 19.638, 22.679)
C (15.985, 20.893, 22.259)
H (17.194, 16.882, 20.000)
H (17.201, 15.092, 20.317)
H (18.236, 16.296, 21.246)
H (16.006, 15.392, 22.429)
H (15.061, 16.344, 21.298)
H (14.935, 21.070, 22.549)
H (16.078, 21.063, 21.197)
H (16.562, 21.664, 22.791)
C (23.033, 13.932, 14.137)
C (21.665, 14.061, 14.590)
O (21.537, 14.921, 15.745)
C (20.260, 15.093, 16.140)
O (19.254, 14.592, 15.642)
O (20.309, 15.864, 17.248)
C (19.100, 16.290, 17.843)
H (23.712, 13.391, 14.816)
H (23.616, 14.857, 13.999)
H (23.144, 13.361, 13.231)
H (21.268, 13.098, 14.917)
H (21.021, 14.405, 13.838)
H (19.357, 16.857, 18.709)
H (18.518, 15.405, 18.077)
H (18.519, 17.037, 17.282)
C (15.365, 20.932, 16.843)
C (15.196, 20.232, 18.155)
O (14.484, 19.006, 17.988)
C (15.167, 17.892, 17.822)
O (16.265, 17.883, 17.309)
O (14.421, 16.858, 18.246)
C (14.935, 15.557, 17.863)
H (14.394, 20.995, 16.310)
H (16.008, 20.397, 16.077)
H (15.725, 21.923, 16.948)
H (14.500, 20.795, 18.809)
H (16.200, 19.993, 18.630)
H (15.272, 15.535, 16.822)
H (14.029, 14.910, 17.956)
H (15.672, 15.257, 18.577)
C (10.591, 23.034, 17.102)
C (12.065, 23.223, 17.219)
O (12.330, 23.966, 18.413)
C (12.397, 23.326, 19.573)
O (12.386, 23.953, 20.642)
O (12.468, 22.004, 19.491)
C (12.781, 21.430, 20.763)
H (10.087, 22.589, 17.968)
H (10.357, 22.351, 16.261)
H (10.150, 24.004, 17.004)
H (12.331, 23.849, 16.341)
H (12.771, 22.365, 17.152)
H (11.864, 21.435, 21.369)
H (13.478, 22.044, 21.303)
H (13.230, 20.481, 20.557)


# 2
A molecular structure, C56H126F6KN10O12S6 in a non-equilibrium geometry. Source: OMol25; level of theory: the ωB97M-V functional and the def2-TZVPD basis.

Output
orbital gap = 7.3 eV
relative energy (zero: lowest compared OMol25 entry of this formula, charge and spin) = 0.0 kJ/mol
charge = +5

Cartesian coordinates (Å):
K (-4.797, 2.162, 2.635)
C (2.326, 1.131, 3.108)
C (1.263, 1.164, 4.210)
C (1.777, 0.805, 5.649)
N (0.691, 0.596, 6.765)
C (-0.309, 1.878, 6.946)
C (-0.125, -0.682, 6.481)
C (0.183, -1.598, 7.676)
C (0.452, -0.676, 8.881)
C (1.368, 0.276, 8.123)
H (2.899, 0.206, 3.058)
H (3.116, 1.879, 3.037)
H (1.609, 1.206, 2.290)
H (0.490, 0.466, 3.888)
H (0.702, 2.091, 4.089)
H (2.447, 1.609, 5.954)
H (2.334, -0.122, 5.782)
H (0.227, 2.825, 6.996)
H (-1.053, 1.620, 7.700)
H (-0.685, 2.031, 5.934)
H (-1.170, -0.403, 6.614)
H (-0.107, -1.046, 5.454)
H (-0.564, -2.356, 7.910)
H (1.135, -2.066, 7.425)
H (-0.448, -0.123, 9.149)
H (0.846, -1.152, 9.779)
H (1.579, 1.183, 8.690)
H (2.292, -0.235, 7.853)
C (6.690, 5.521, -3.086)
C (5.147, 5.443, -2.814)
C (4.696, 6.407, -1.733)
N (3.196, 6.411, -1.371)
C (2.474, 7.115, -2.575)
C (2.866, 7.190, -0.062)
C (1.478, 6.749, 0.403)
C (1.179, 5.416, -0.319)
C (2.531, 5.049, -1.012)
H (6.998, 4.872, -3.906)
H (7.262, 5.054, -2.285)
H (7.046, 6.546, -3.193)
H (4.909, 4.418, -2.530)
H (4.665, 5.520, -3.789)
H (5.075, 7.421, -1.861)
H (5.193, 5.898, -0.907)
H (2.718, 8.177, -2.532)
H (1.406, 6.988, -2.396)
H (2.831, 6.657, -3.497)
H (3.091, 8.235, -0.277)
H (3.679, 6.798, 0.550)
H (0.789, 7.536, 0.096)
H (1.300, 6.554, 1.460)
H (0.320, 5.471, -0.988)
H (0.896, 4.604, 0.351)
H (2.438, 4.458, -1.923)
H (3.217, 4.563, -0.318)
C (-0.713, -4.533, -2.007)
C (-0.671, -3.564, -3.249)
C (0.405, -2.496, -2.952)
N (0.508, -1.298, -3.978)
C (0.846, -1.924, -5.333)
C (-0.795, -0.541, -4.024)
C (-0.341, 0.882, -4.216)
C (0.846, 0.963, -3.301)
C (1.585, -0.355, -3.519)
H (-1.333, -5.427, -2.062)
H (-0.993, -3.918, -1.152)
H (0.297, -4.796, -1.693)
H (-1.649, -3.091, -3.347)
H (-0.500, -4.165, -4.142)
H (1.379, -2.985, -2.992)
H (0.348, -2.022, -1.972)
H (0.102, -2.641, -5.681)
H (1.767, -2.492, -5.201)
H (1.070, -1.074, -5.977)
H (-1.401, -1.006, -4.801)
H (-1.345, -0.774, -3.112)
H (0.075, 1.117, -5.196)
H (-1.036, 1.647, -3.871)
H (1.393, 1.864, -3.577)
H (0.566, 0.949, -2.248)
H (2.339, -0.291, -4.303)
H (2.042, -0.685, -2.586)
C (-4.740, -2.982, -8.970)
C (-4.508, -1.622, -8.457)
C (-5.637, -0.917, -7.726)
N (-5.288, 0.495, -7.167)
C (-4.885, 1.430, -8.381)
C (-4.138, 0.471, -6.150)
C (-4.483, 1.345, -4.956)
C (-5.981, 1.098, -4.936)
C (-6.437, 1.208, -6.359)
H (-4.852, -3.646, -8.113)
H (-3.993, -3.337, -9.680)
H (-5.616, -2.995, -9.619)
H (-4.104, -1.022, -9.272)
H (-3.681, -1.590, -7.747)
H (-6.119, -1.425, -6.890)
H (-6.507, -0.742, -8.358)
H (-4.016, 1.115, -8.959)
H (-4.753, 2.442, -8.000)
H (-5.781, 1.407, -9.001)
H (-3.166, 0.636, -6.614)
H (-4.085, -0.531, -5.723)
H (-4.340, 2.408, -5.154)
H (-4.016, 1.111, -3.999)
H (-6.555, 1.805, -4.335)
H (-6.250, 0.098, -4.597)
H (-6.520, 2.240, -6.697)
H (-7.343, 0.633, -6.551)
C (-2.874, -5.497, 0.447)
C (-3.761, -4.281, 0.507)
C (-3.678, -3.424, -0.794)
N (-4.709, -2.235, -0.874)
C (-4.252, -1.517, -2.214)
C (-4.549, -1.265, 0.418)
C (-5.873, -1.344, 1.052)
C (-6.663, -2.560, 0.508)
C (-6.158, -2.768, -0.940)
H (-1.843, -5.197, 0.634)
H (-2.877, -5.946, -0.547)
H (-3.189, -6.220, 1.199)
H (-3.466, -3.679, 1.367)
H (-4.791, -4.602, 0.666)
H (-3.855, -4.099, -1.631)
H (-2.686, -3.019, -0.994)
H (-3.262, -1.074, -2.106)
H (-4.977, -0.765, -2.527)
H (-4.267, -2.290, -2.982)
H (-4.474, -0.267, -0.012)
H (-3.712, -1.475, 1.084)
H (-6.440, -0.430, 0.875)
H (-5.717, -1.389, 2.130)
H (-7.709, -2.256, 0.542)
H (-6.511, -3.395, 1.192)
H (-6.683, -2.073, -1.595)
H (-6.112, -3.796, -1.300)
C (2.249, -2.518, 3.184)
C (2.274, -4.027, 3.097)
C (2.325, -4.765, 4.402)
N (2.792, -6.247, 4.202)
C (2.007, -7.086, 3.216)
C (4.319, -6.306, 3.985)
C (4.756, -7.616, 4.573)
C (3.780, -7.828, 5.735)
C (2.709, -6.773, 5.620)
H (3.026, -2.222, 3.888)
H (1.240, -2.304, 3.537)
H (2.519, -2.027, 2.249)
H (3.102, -4.329, 2.455)
H (1.368, -4.279, 2.546)
H (1.313, -4.692, 4.799)
H (2.981, -4.260, 5.111)
H (0.989, -6.992, 3.594)
H (2.450, -8.078, 3.307)
H (2.121, -6.597, 2.249)
H (4.493, -6.114, 2.926)
H (4.707, -5.424, 4.494)
H (4.729, -8.415, 3.832)
H (5.782, -7.628, 4.943)
H (3.263, -8.740, 5.437)
H (4.310, -8.068, 6.657)
H (1.689, -7.139, 5.743)
H (2.835, -6.010, 6.388)
C (7.921, 1.179, 3.579)
C (7.117, 1.816, 2.409)
C (7.149, 0.912, 1.210)
N (6.218, 1.294, -0.001)
C (6.574, 2.669, -0.644)
C (4.699, 1.442, 0.463)
C (3.915, 1.152, -0.791)
C (4.720, 0.118, -1.586)
C (6.164, 0.162, -1.032)
H (8.918, 0.929, 3.218)
H (7.376, 0.260, 3.794)
H (7.961, 1.761, 4.500)
H (7.504, 2.766, 2.041)
H (6.120, 1.994, 2.812)
H (6.818, -0.074, 1.536)
H (8.090, 0.796, 0.673)
H (6.790, 3.355, 0.175)
H (5.711, 2.923, -1.260)
H (7.426, 2.675, -1.323)
H (4.507, 2.423, 0.898)
H (4.549, 0.695, 1.242)
H (3.648, 2.025, -1.386)
H (2.991, 0.599, -0.620)
H (4.796, 0.473, -2.614)
H (4.439, -0.933, -1.643)
H (6.976, 0.334, -1.738)
H (6.339, -0.781, -0.513)
N (-6.629, 2.535, 0.628)
S (-8.142, 2.389, 0.702)
O (-8.725, 1.043, 0.648)
O (-8.896, 3.540, 0.247)
F (-8.243, 2.592, 2.321)
S (-6.613, 2.003, -1.029)
O (-7.175, 3.025, -1.840)
O (-6.839, 0.624, -1.432)
F (-5.017, 2.112, -1.338)
N (-1.631, -0.245, -0.495)
S (-1.806, 1.258, -0.291)
O (-0.668, 2.194, -0.187)
O (-3.019, 1.548, 0.504)
F (-2.353, 1.476, -1.835)
S (-0.532, -0.380, 0.788)
O (-0.918, 0.233, 2.074)
O (0.885, -0.485, 0.390)
F (-0.823, -1.942, 1.118)
N (-3.343, 4.339, 3.562)
S (-3.288, 4.847, 4.945)
O (-2.789, 6.155, 5.278)
O (-3.191, 3.818, 5.954)
F (-4.942, 5.063, 5.092)
S (-1.690, 4.714, 3.188)
O (-0.639, 4.447, 4.175)
O (-1.481, 5.840, 2.286)
F (-1.530, 3.430, 2.223)